This record from OMol25 describes a 6-piece molecular cluster, C21H48Cl9O12P3 overall at a distorted geometry. The level of theory is wB97M-V/def2-TZVPD.

Calculated values
Spin multiplicity: 2
Total charge: -1
HOMO level (alpha / beta) in eV: 0.36 / -6.57
HOMO-LUMO gap (alpha / beta) in eV: 1.64 / 8.57

Each line ends with the Mulliken spin population.
Cartesian coordinates (Å):
C: 12.673 -9.761 -17.148  0.02
C: 12.706 -8.976 -15.826  0.00
O: 12.171 -7.726 -15.931  0.03
P: 10.678 -7.506 -15.399  0.01
O: 9.644 -8.211 -16.148  -0.03
O: 10.443 -5.882 -15.239  -0.02
C: 11.252 -5.036 -14.458  0.05
C: 11.599 -3.819 -15.331  -0.01
O: 10.817 -7.949 -13.808  0.00
C: 9.600 -8.104 -13.126  0.00
C: 9.673 -9.305 -12.213  0.00
H: 13.521 -9.652 -17.823  0.00
H: 12.606 -10.831 -16.953  0.00
H: 11.849 -9.432 -17.782  -0.02
H: 12.161 -9.554 -15.080  0.00
H: 13.716 -8.805 -15.452  0.00
H: 10.636 -4.775 -13.598  0.00
H: 12.129 -5.564 -14.083  0.01
H: 10.688 -3.444 -15.799  0.00
H: 12.019 -2.937 -14.846  -0.04
H: 12.320 -4.144 -16.080  0.05
H: 9.325 -7.239 -12.522  0.00
H: 8.758 -8.262 -13.799  0.00
H: 10.341 -9.129 -11.370  0.00
H: 8.669 -9.606 -11.915  0.00
H: 10.109 -10.157 -12.735  0.00
C: 5.430 -8.867 -15.438  -0.02
C: 4.390 -9.166 -14.288  0.01
O: 5.106 -9.218 -13.086  0.00
P: 4.562 -8.609 -11.696  0.00
O: 3.782 -7.357 -11.816  0.00
O: 3.821 -9.877 -11.009  0.00
C: 2.822 -9.629 -10.079  0.00
C: 1.448 -10.081 -10.727  0.00
O: 5.950 -8.491 -10.890  0.00
C: 6.066 -7.495 -9.868  0.00
C: 7.390 -7.633 -9.257  0.00
H: 6.106 -8.064 -15.145  0.00
H: 6.068 -9.701 -15.732  0.00
H: 4.936 -8.538 -16.352  0.01
H: 3.595 -8.422 -14.239  0.00
H: 3.917 -10.094 -14.612  0.00
H: 3.043 -10.198 -9.176  0.00
H: 2.740 -8.611 -9.699  0.00
H: 1.463 -11.137 -10.998  0.00
H: 0.627 -9.917 -10.030  0.00
H: 1.093 -9.519 -11.591  0.00
H: 5.829 -6.512 -10.275  0.00
H: 5.365 -7.676 -9.053  0.00
H: 7.475 -8.608 -8.778  0.00
H: 8.100 -7.650 -10.084  0.00
H: 7.431 -6.793 -8.565  0.00
C: 4.259 -6.924 -19.602  -0.20
C: 3.159 -5.823 -19.597  0.07
O: 1.896 -6.057 -20.191  -0.02
P: 0.599 -5.120 -19.822  0.02
O: 0.306 -5.054 -18.352  0.00
O: 0.881 -3.655 -20.458  -0.01
C: -0.071 -2.643 -20.428  0.00
C: 0.328 -1.444 -21.318  0.01
O: -0.635 -5.732 -20.704  0.00
C: -0.475 -6.719 -21.727  0.00
C: -1.029 -8.091 -21.371  0.00
H: 4.210 -7.707 -18.845  0.00
H: 4.338 -7.378 -20.590  0.00
H: 5.171 -6.384 -19.346  0.05
H: 2.939 -5.720 -18.534  0.03
H: 3.460 -4.817 -19.888  0.02
H: -1.104 -2.920 -20.638  0.00
H: -0.043 -2.325 -19.386  0.00
H: -0.419 -0.662 -21.186  0.00
H: 1.286 -0.982 -21.077  0.00
H: 0.347 -1.666 -22.385  0.00
H: -0.922 -6.260 -22.608  0.00
H: 0.571 -6.732 -22.033  0.00
H: -2.118 -8.072 -21.399  0.00
H: -0.827 -8.766 -22.203  0.00
H: -0.635 -8.353 -20.389  0.00
C: 10.927 -6.682 -19.446  0.21
Cl: 11.661 -5.376 -18.445  0.11
Cl: 12.106 -7.408 -20.547  0.13
Cl: 9.562 -5.874 -20.389  0.34
H: 10.575 -7.474 -18.785  -0.01
C: 7.861 -9.993 -18.284  0.00
Cl: 6.867 -11.241 -18.865  0.00
Cl: 7.080 -8.484 -18.768  0.10
Cl: 9.495 -10.044 -18.919  0.04
H: 8.003 -10.002 -17.203  0.00
C: 8.581 -12.149 -22.265  0.07
Cl: 9.735 -13.401 -21.699  0.00
Cl: 7.138 -12.910 -23.010  -0.01
Cl: 9.264 -11.014 -23.499  0.00
H: 8.235 -11.580 -21.402  0.00